[1]
Density functional theory data (ωB97M-V/def2-TZVPD) for a molecular structure, C14H17BrCoN7O2.

Summary:
HOMO-LUMO gap (spin up / spin down), eV: 8.291 / 8.182
M, g mol⁻¹: 454.17
E, eV: -136981.780
HOMO level (spin up / spin down), eV: -10.69 / -10.64
Relative energy (zero: lowest compared OMol25 entry of this formula, charge and spin), kcal per mole: 7.88
Expectation value of S²: 0.770
Max |F|, eV Å⁻¹: 0.642

Geometry as ORCA input:
```
! wB97M-V def2-TZVPD RIJCOSX def2/J DEFGRID3
* xyz 1 2
Co 0.0409 -0.1183 0.1912
N 5.1155 -0.7207 -0.8404
N 3.9945 -0.2955 -0.1603
N 4.0606 0.5698 0.8233
C 2.7766 0.7504 1.0941
N 1.9977 0.0121 0.2955
N 2.8087 -0.6565 -0.5123
H 5.8930 -0.6799 -0.1873
H 4.9410 -1.6711 -1.1555
H 2.4115 1.3933 1.8719
C -4.7199 0.1046 0.2755
C -4.1165 -1.0889 -0.0806
C -2.7370 -1.1840 -0.0670
N -1.9437 -0.1584 0.2703
C -2.5406 0.9887 0.6331
C -3.9090 1.1639 0.6515
H -5.7962 0.2051 0.2710
H -4.6981 -1.9521 -0.3689
H -2.2439 -2.1091 -0.3313
H -1.8822 1.7885 0.9461
H -4.3237 2.1128 0.9577
N 0.3153 5.3440 0.1959
C 0.2645 4.2996 -0.8171
C 0.1832 2.9497 -0.1312
O 0.0491 1.9047 -0.7370
O 0.2720 3.0025 1.1820
H 1.0673 6.0003 0.0416
H 0.3636 3.9744 1.3836
H -0.5483 5.8667 0.2529
H 1.1686 4.2836 -1.4279
H -0.5773 4.3778 -1.5071
Br 0.2312 -6.6303 -0.6293
C 0.2194 -4.7512 -0.4012
C 0.2489 -4.2135 0.8757
C 0.2300 -2.8331 1.0295
C 0.1785 -1.9769 -0.0716
C 0.1664 -2.5483 -1.3437
C 0.1850 -3.9256 -1.5144
H 0.2837 -4.8658 1.7371
H 0.2521 -2.4347 2.0394
H 0.1449 -1.9218 -2.2289
H 0.1726 -4.3569 -2.5057
*
```

Atom charges from the Mulliken analysis, given in e for atoms 1 to 2: Co -0.18; N -0.57

[2]
Density functional theory data (ωB97M-V/def2-TZVPD) for 2 unconnected molecules or ions with the total composition C14H17N5O4 at a distorted geometry.

Summary:
HOMO-LUMO gap, eV: 6.857
M, g mol⁻¹: 319.32
E, eV: -30425.534
Structure (SMILES): N#Cc1cc([N+](=O)[O-])cc2c1no[n+]2[O-].CC(C)[C@@H]1CCCN1
HOMO level, eV: -9.04
Relative energy (zero: lowest compared OMol25 entry of this formula, charge and spin), kcal per mole: 146.41
Max |F|, eV Å⁻¹: 3.650

Geometry as ORCA input:
```
! wB97M-V def2-TZVPD RIJCOSX def2/J DEFGRID3
* xyz 0 1
N -0.9166 -5.2794 2.5680
C -0.5563 -4.1746 2.4449
C -0.0790 -2.8225 2.2966
C 1.2130 -2.4223 1.9232
C 1.5559 -1.0299 1.8290
N 2.9309 -0.6436 1.7493
O 3.8218 -1.5022 1.9540
O 3.2116 0.5535 1.4983
C 0.5620 -0.0199 1.9231
C -0.6888 -0.4493 2.3230
C -1.0537 -1.7998 2.5087
N -2.3914 -2.0179 2.6309
O -2.9312 -0.7181 2.4290
N -1.9218 0.2345 2.2679
O -2.1858 1.3946 1.9629
H 1.9655 -3.1849 1.7468
H 0.8098 1.0295 2.0010
C -0.7115 -0.1637 -3.5123
C -0.5790 -0.2479 -1.9965
C -1.8422 -0.8581 -1.4028
C -0.2948 1.1561 -1.4613
C 0.8258 1.9453 -2.1600
C 1.3020 2.9641 -1.1235
C 0.9148 2.3732 0.2221
N 0.0839 1.1728 -0.0402
H -1.5336 0.5234 -3.7653
H 0.2077 0.2086 -3.9818
H -0.9468 -1.1474 -3.9326
H 0.2843 -0.8751 -1.7236
H -2.6917 -0.1673 -1.4899
H -2.1030 -1.7797 -1.9414
H -1.7125 -1.1300 -0.3482
H -1.2397 1.7276 -1.5735
H 1.6564 1.2657 -2.3903
H 0.4745 2.4105 -3.0819
H 2.3806 3.1443 -1.1846
H 0.7654 3.9095 -1.2482
H 1.8259 2.0533 0.7353
H 0.3712 3.0857 0.8609
H -0.7836 1.2814 0.4827
*
```

Atom charges from the Mulliken analysis, given in e for atoms 1 to 2: N -0.48; C -0.07